Version w
16
Properties=species:S:1:pos:R:3:nbo_charge:R:1 method="wB97M-V/def2-TZVPD" homo_ev=-7.79 orbital_gap_ev=7.98
C -0.85 0.24 -1.59 -0.49
C -0.13 -0.61 0.37 -0.29
C -0.08 0.62 -0.36 0.16
C -1.50 -0.77 -0.54 -0.16
C 0.85 -1.76 0.02 -0.60
C -0.12 2.03 0.04 -0.68
I -3.37 0.07 0.11 0.06
H -1.45 1.18 -1.98 0.21
H -0.36 -0.26 -2.37 0.21
H -0.28 -0.62 1.45 0.22
H 2.01 -1.65 -0.01 0.22
H 0.56 -2.22 -0.84 0.21
H 0.64 -2.52 0.89 0.21
H 0.60 2.56 -0.62 0.24
H 0.33 2.09 1.06 0.23
H -1.08 2.53 -0.19 0.25



Version x
16
Properties=species:S:1:pos:R:3:nbo_charge:R:1 method="wB97M-V/def2-TZVPD" homo_ev=-8.43 orbital_gap_ev=9.10
C 1.10 0.62 -0.01 0.03
C 0.25 -0.20 -0.38 -0.07
C -0.74 -1.05 -0.87 -0.31
C -2.06 -0.80 -0.87 -0.11
C 2.12 1.48 0.60 -0.69
C -2.71 0.59 -0.58 -0.66
I 3.43 -2.52 1.21 -0.09
H -0.48 -2.14 -1.01 0.23
H 3.02 -2.07 2.65 0.09
H -2.70 -1.58 -1.29 0.19
H 1.63 2.31 1.17 0.24
H 2.65 1.93 -0.24 0.24
H 2.84 0.86 1.17 0.24
H -3.00 0.61 0.45 0.22
H -3.51 0.61 -1.27 0.22
H -1.84 1.36 -0.74 0.23



The least stable of the structures above is version w, whereas version x is the most stable.